The following is a DFT calculation (ωB97M-V with the def2-TZVPD basis set) of a structure of composition C19H23F3N2O2S.

Computed properties:
charge = 0
LUMO level = 0.433 eV
maximum force = 12.1 eV Å⁻¹
orbital gap = 0.289 hartree
relative energy (zero: lowest compared OMol25 entry of this formula, charge and spin) = 363.56 kcal per mole

Atoms and positions in Å:
O (-3.696, -1.460, -1.449)
C (-3.405, -0.620, -0.425)
C (-4.385, 0.665, -0.507)
O (-4.125, 1.606, 0.342)
C (-3.408, 2.507, -0.379)
C (-2.043, 2.295, -0.427)
C (-1.506, 1.681, -1.409)
C (-0.034, 1.702, -1.593)
C (0.414, 2.195, -0.394)
S (-0.746, 2.738, 0.696)
H (1.424, 2.408, 0.059)
H (0.504, 1.342, -2.335)
H (-1.955, 1.306, -2.550)
H (-3.491, 3.599, 0.522)
H (-3.917, 2.967, -1.302)
H (-4.696, 0.884, -1.395)
H (-5.499, 0.079, -0.093)
C (-3.747, -1.407, 1.006)
N (-2.523, -2.073, 1.340)
C (-2.074, -3.090, 0.612)
H (-2.874, -3.576, -0.218)
C (-1.067, -2.478, -0.270)
N (0.041, -1.696, 0.369)
C (1.150, -1.417, -0.163)
C (2.226, -0.591, 0.081)
C (3.497, -0.425, -0.330)
C (3.661, -1.002, -1.637)
C (2.696, -1.364, -2.323)
C (1.390, -1.877, -1.555)
H (0.760, -2.407, -2.168)
H (2.822, -1.715, -3.368)
H (4.545, -0.585, -2.250)
C (4.455, 0.385, 0.472)
F (3.962, 1.471, 0.689)
F (4.670, -0.259, 1.658)
F (5.639, 0.692, -0.141)
H (2.149, -0.452, 1.180)
C (-0.503, -0.863, 1.556)
H (0.270, -0.486, 1.967)
C (-1.691, -1.416, 2.252)
H (-1.925, -0.871, 2.983)
H (-1.245, -2.251, 3.007)
H (-1.029, -0.052, 0.814)
H (-0.497, -3.569, -0.860)
H (-1.513, -1.910, -1.291)
H (-1.452, -3.996, 1.099)
H (-4.514, -2.107, 0.884)
H (-3.780, -0.749, 1.730)
H (-2.521, -0.123, -0.637)
H (-4.752, -1.795, -1.422)

The following is a DFT calculation (ωB97M-V with the def2-TZVPD basis set) of an isolated molecule of C5H7I.

Computed properties:
charge = 0
LUMO level = 0.391 eV
maximum force = 4.1 eV Å⁻¹
structure (SMILES) = C=C(C)/C=C/I
orbital gap = 0.339 hartree
relative energy (zero: lowest compared OMol25 entry of this formula, charge and spin) = 20.03 kcal per mole

Atoms and positions in Å:
C (-1.320, -1.410, 0.365)
C (0.898, -0.310, -0.060)
C (1.982, 0.556, 0.049)
C (-0.687, -0.288, 0.132)
C (-1.202, 1.035, -0.292)
I (4.038, -0.066, -0.134)
H (-2.290, -1.576, 0.711)
H (-0.728, -2.193, 0.614)
H (1.276, -1.374, -0.183)
H (2.000, 1.588, 0.094)
H (-1.169, 1.731, 0.484)
H (-0.563, 1.360, -1.067)
H (-2.235, 0.947, -0.713)

The following is a DFT calculation (ωB97M-V with the def2-TZVPD basis set) of a structure of composition C5H8AlCaCl2NO6PS.

Computed properties:
charge = +1
LUMO level = -7.346 eV
maximum force = 11.8 eV Å⁻¹
orbital gap = 0.153 hartree

Atoms and positions in Å:
C (-1.015, 0.719, 2.336)
P (0.379, 1.080, 1.073)
O (1.857, 0.965, 2.058)
C (0.517, -0.205, -0.309)
C (0.205, 0.688, -1.671)
S (-1.042, 2.048, -1.500)
O (-2.318, 1.721, -0.650)
O (-0.408, 3.440, -1.114)
O (2.019, -0.266, -0.416)
Al (2.266, -1.962, 0.449)
Cl (4.338, -2.892, 0.457)
O (0.922, -2.637, -0.734)
C (-0.155, -1.671, -0.310)
Cl (-0.701, -2.581, 1.203)
O (-1.161, -2.009, -1.370)
C (-2.302, -2.580, -0.651)
N (-3.567, -2.917, -0.505)
H (-1.742, -0.154, 2.046)
H (-1.707, 1.693, 2.343)
H (-0.568, 0.643, 3.413)
H (2.023, 1.943, 2.300)
H (1.223, 1.197, -2.039)
H (-0.131, 0.034, -2.602)
H (-1.580, 2.278, -2.811)
H (1.853, -1.631, 1.956)
Ca (0.794, 3.057, -2.952)